Here is C4H8N2O in the gas phase from the Open Molecules 2025 dataset. Energies are from ωB97M-V/def2-TZVPD.

```
15
C4H8N2O, DFT ωB97M-V/def2-TZVPD
H 1.65630 1.95626 0.55409
N 1.99506 1.12581 0.07413
C 1.09344 0.23010 -0.04859
C 0.97107 -0.98292 -0.74945
C -0.27334 -1.52835 -0.30318
O -0.39109 -2.31253 0.78790
N -0.30837 0.31417 0.53302
C -1.14838 1.32259 -0.11816
H 1.46691 -1.25089 -1.66867
H -1.14157 -1.70761 -0.94154
H 0.47966 -2.32061 1.22089
H -0.31771 0.43254 1.54649
H -1.15484 1.11926 -1.18963
H -0.76063 2.33487 0.03441
H -2.16650 1.26731 0.26829
```

- energy relative to the best compared isomer or geometry (same formula, charge and spin) (kcal/mol) = 97.9
- structure (SMILES) = [H]/N=C(/C=C\O)NC
- calculated total energy (hartree) = -341.84761
- orbital gap (eV) = 8.13

Here are the Mulliken charges for atoms 1 to 2, given in e: H 0.21; N -0.78